[1]
14
Properties=species:S:1:pos:R:3:forces:R:3 method="wB97M-V/def2-TZVPD" lumo_ev=0.65 multiplicity=1 max_force_ev_per_a=4.16 gap_ev=8.7 mol_weight_g_mol=130.17 e_tot_ha=-738.8701
C -0.56582 0.37636 0.02230 -1.91 -0.08 -1.46
C 1.06409 -1.25406 0.33334 1.95 0.12 -0.01
C 1.77769 1.25598 -0.20648 0.03 -1.45 -0.27
C 0.46852 1.39230 0.04455 0.23 2.19 0.85
H -2.14852 -1.42572 -0.67217 -2.03 3.46 1.11
H -3.47353 -0.39316 0.18896 1.13 -0.51 -1.28
H 1.08484 -1.11941 1.39442 -0.13 0.82 0.81
H 1.31416 -2.30228 0.26025 -0.50 -0.41 -0.80
H 2.48011 2.08250 -0.33455 -0.42 -0.20 0.25
H 0.16622 2.42562 0.29091 -0.25 -0.71 -0.34
N -2.68948 -0.40584 -0.51543 1.20 -2.50 0.52
N -1.84202 0.62791 -0.13183 2.10 -0.24 0.64
O -0.12642 -0.88952 -0.24162 -0.78 -0.97 -0.36
S 2.49015 -0.37067 -0.43264 -0.63 0.50 0.35



[2]
12
Properties=species:S:1:pos:R:3:forces:R:3 method="wB97M-V/def2-TZVPD" charge=+1 lumo_ev=-4.44 multiplicity=1 max_force_ev_per_a=4.50 gap_ev=5.5 mol_weight_g_mol=137.03 e_tot_ha=-997.1655
C -0.66164 1.62797 0.24073 -0.23 0.11 2.13
O -0.48957 1.71225 -1.11414 0.41 1.54 0.50
Li -0.95528 -3.50298 0.01534 0.58 0.86 -0.17
Li 1.46417 1.52019 -0.90707 -0.16 -0.06 0.38
H -1.38595 2.17152 0.91018 0.46 0.45 -1.70
C 0.04760 0.73499 0.99732 0.70 -0.41 -0.76
C 1.13589 -0.10835 0.45451 -0.59 -0.08 -0.46
C 0.87877 -1.22849 -0.24709 1.35 0.51 0.38
O -0.37516 -1.73414 -0.57431 -0.23 -4.25 1.46
Ca -1.29368 -0.15410 -1.22726 -2.01 1.21 -1.41
H -0.03484 0.84882 2.08324 -0.19 -0.29 -0.31
H 1.66968 -1.88768 -0.63145 -0.11 0.40 -0.04



[3]
23
Properties=species:S:1:pos:R:3:forces:R:3 method="wB97M-V/def2-TZVPD" charge=+4 lumo_ev="-15.61 / -15.61" multiplicity=1 max_force_ev_per_a=8.82 gap_ev="4.5 / 4.5" mol_weight_g_mol=493.74 e_tot_ha=-4722.7183
Lu 0.53241 0.41997 -5.93596 -0.60 1.25 0.38
Ga 0.25697 0.21731 -0.49377 1.11 2.49 0.91
Cl -0.79236 2.17564 -5.06282 0.74 -1.20 -0.66
Cl 1.08800 0.84222 -2.38874 -0.58 -0.80 0.99
C -0.82239 -1.19950 0.48980 -4.51 -4.12 4.00
C 0.06043 1.02761 -8.19551 -2.17 6.12 -5.97
C 0.42385 -0.86568 -8.01040 0.64 -7.22 -4.87
O -1.51670 -1.79908 1.20369 4.01 3.33 -3.98
O -0.23860 1.45718 -9.24073 1.56 -2.53 5.39
O 0.44508 -1.50773 -8.98917 -0.16 3.63 5.03
N 0.87200 3.92635 4.31780 -0.18 -1.28 -1.66
C 0.72779 3.09466 3.25446 0.20 1.72 2.18
C 1.75958 2.19684 2.89915 0.36 -1.25 -0.85
C 1.57582 1.34818 1.82299 0.54 1.28 0.82
N 0.43009 1.42235 1.06673 -0.22 -1.70 -1.30
C -0.61320 2.23513 1.43882 0.58 1.22 0.82
C -0.46531 3.11180 2.50127 -0.88 -1.10 -1.45
H 1.71499 3.91650 4.86796 0.13 0.03 0.11
H 0.15124 4.57612 4.59845 -0.04 -0.02 -0.05
H 2.68128 2.16781 3.49071 -0.33 -0.13 -0.36
H 2.36160 0.66853 1.48191 -0.21 0.20 0.25
H -1.48796 2.20358 0.79370 -0.04 0.20 0.32
H -1.27642 3.78500 2.75726 0.04 -0.10 -0.04